Entry 1:
DFT (ωB97M-V with the def2-TZVPD basis set) results for a 2-piece molecular cluster, C4H6BClN3O3 overall.

## Properties
- HOMO level (eV) = -4.865
- Kohn-Sham gap (eV) = 7.6798
- total energy (Eh) = -1031.27367
- charge = -1
- 2S+1 = 1

Atoms and positions in Å:
1 N 0.39043 2.83884 -0.66563
2 C -0.11619 1.92821 -0.18917
3 C -0.66533 0.70277 0.40855
4 N 0.06647 0.30343 1.59383
5 C -0.67909 -0.39674 -0.70503
6 C -1.92076 -1.19570 -0.68040
7 N -2.88298 -1.82068 -0.65379
8 O 0.39757 -1.28552 -0.62342
9 B 1.68435 -0.83475 -0.89807
10 O 1.97907 0.00997 -1.94757
11 O 2.70704 -1.32979 -0.14408
12 H -1.71097 0.90115 0.70296
13 H 0.44726 1.13503 2.03015
14 H -0.66912 -0.00588 2.25603
15 H -0.69419 0.12426 -1.67161
16 H 1.54346 0.86542 -1.90393
17 H 2.43545 -2.14975 0.27441
18 Cl -2.59518 0.31130 2.99549

Here are the natural (NBO) charges for atoms 1 to 2, given in e: N -0.377; C 0.300

Entry 2:
DFT (ωB97M-V with the def2-TZVPD basis set) results for a 21-piece molecular cluster, C50H150N24O26 overall in a non-equilibrium geometry.

## Properties
- HOMO level (eV) = -8.556
- Kohn-Sham gap (eV) = 8.6336
- total energy (Eh) = -5265.51741
- charge = 0
- 2S+1 = 1

Atoms and positions in Å:
1 C 1.85234 4.02593 -5.11080
2 O 0.84439 3.30428 -5.18674
3 N 3.12290 3.49046 -5.17504
4 N 1.80461 5.31777 -5.17956
5 H 3.16863 2.50309 -4.96704
6 H 4.00706 3.93245 -4.90513
7 H 1.00857 5.85470 -4.90945
8 H 2.64838 5.92967 -5.00053
9 C -1.88482 -1.11507 -4.83591
10 O -0.85960 -1.71281 -5.22091
11 N -1.90281 0.03454 -4.10608
12 N -3.13943 -1.70677 -4.90048
13 H -1.19517 0.72079 -4.19204
14 H -2.76928 0.36882 -3.80144
15 H -3.20390 -2.32262 -5.65455
16 H -3.87652 -1.05518 -4.84670
17 C 0.61651 2.73586 4.99743
18 O 0.58955 1.99173 3.98075
19 N 1.75350 3.29192 5.46982
20 N -0.53088 3.05631 5.68929
21 H 1.67805 4.08597 6.16479
22 H 2.62235 3.32970 4.97699
23 H -0.43084 3.22036 6.70403
24 H -1.36998 2.62961 5.48352
25 C 1.55279 0.24101 -7.58007
26 O 1.93309 -0.90351 -7.53553
27 N 2.34982 1.17158 -8.24978
28 N 0.44323 0.77690 -6.97531
29 H 2.70891 2.03405 -7.78580
30 H 3.22579 0.75389 -8.52234
31 H 0.34774 0.21493 -6.19775
32 H 0.68201 1.79539 -6.83192
33 C 2.37818 5.40755 -1.47941
34 O 3.45099 5.78320 -1.00840
35 N 1.92073 4.10224 -1.59594
36 N 1.40018 6.29781 -1.90313
37 H 1.23586 4.11255 -2.33897
38 H 2.58017 3.33303 -1.73349
39 H 1.61216 7.28447 -1.67886
40 H 0.61783 6.01326 -2.50307
41 C 3.63280 -0.44484 -4.47518
42 O 2.91453 0.62335 -4.60337
43 N 3.98764 -1.09916 -5.62470
44 N 4.13429 -0.91095 -3.36932
45 H 4.33888 -2.02186 -5.58238
46 H 3.46867 -0.75377 -6.42670
47 H 3.87113 -0.45876 -2.50684
48 H 4.45120 -1.89453 -3.36895
49 C -1.73022 5.59187 -4.30364
50 O -0.72819 6.23016 -4.09053
51 N -3.02826 6.20252 -4.29724
52 N -1.73297 4.20648 -4.33105
53 H -3.21306 7.13504 -4.02797
54 H -3.79327 5.55403 -4.19957
55 H -0.89747 3.83803 -4.83191
56 H -2.58167 3.82147 -4.66546
57 C 2.45967 -3.79226 -5.19495
58 O 3.62990 -3.99353 -5.48258
59 N 2.08011 -3.59672 -3.84473
60 N 1.33103 -3.74759 -6.03505
61 H 1.11632 -3.72195 -3.70514
62 H 2.54669 -4.24069 -3.20112
63 H 1.47511 -3.44461 -7.03494
64 H 0.55052 -3.14686 -5.63444
65 C -6.52526 0.69830 -3.40255
66 C -5.61545 1.81218 -3.75784
67 O -4.25324 1.61778 -3.27572
68 O -6.74679 0.76809 -2.01694
69 H -6.03122 -0.30232 -3.63187
70 H -7.47124 0.73317 -3.98914
71 H -6.01140 2.74643 -3.42598
72 H -5.38962 1.84793 -4.81412
73 H -4.28516 1.87593 -2.33764
74 H -6.94952 -0.15409 -1.69565
75 C 1.51586 -1.42385 3.56413
76 C 2.03905 -0.85842 4.86954
77 O 2.16870 -1.99356 5.69826
78 O 1.33062 -0.36396 2.60232
79 H 0.58343 -2.00415 3.69108
80 H 2.27947 -2.08069 3.12671
81 H 1.27446 -0.18101 5.33224
82 H 3.00337 -0.42363 4.78074
83 H 1.30249 -2.40498 5.73645
84 H 1.12809 0.46355 3.11084
85 C -2.54693 -0.37967 4.82683
86 C -2.88967 0.33201 3.62125
87 O -3.17787 1.68086 4.00347
88 O -1.24506 -0.00147 5.24009
89 H -2.46577 -1.44171 4.59248
90 H -3.26281 -0.16725 5.57791
91 H -3.81212 -0.05102 3.15948
92 H -2.10322 0.19592 2.93385
93 H -3.45583 2.20370 3.21353
94 H -0.69057 0.24912 4.49430
95 C 4.59821 -3.50248 0.53705
96 C 3.51130 -2.37109 0.72650
97 O 3.29923 -1.75832 -0.55712
98 O 5.68451 -3.36529 1.39343
99 H 4.91549 -3.37271 -0.48510
100 H 4.19259 -4.50135 0.73383
101 H 3.94102 -1.67118 1.51502
102 H 2.52863 -2.65910 1.03554
103 H 2.44888 -1.28133 -0.56374
104 H 6.27044 -2.61012 1.14551
105 C 0.75902 0.71861 -2.27783
106 C 0.24495 0.51992 -0.84968
107 O 0.85928 -0.56558 -0.23964
108 O 2.00551 1.32666 -2.29616
109 H -0.06450 1.32162 -2.68908
110 H 0.88040 -0.22849 -2.71487
111 H -0.84726 0.48269 -0.89466
112 H 0.37380 1.46843 -0.36510
113 H 1.09410 -0.45851 0.71020
114 H 2.47244 1.09650 -3.14645
115 C -0.56859 -6.44356 5.29474
116 C 0.48916 -5.36943 5.28832
117 C 1.03839 -5.12761 3.91360
118 O 1.63583 -6.27216 3.44892
119 C 2.24033 -5.99266 2.24248
120 N 0.04903 -4.07348 5.79905
121 H -0.24802 -7.39428 4.87859
122 H -1.50062 -6.07279 4.85207
123 H -0.73182 -6.54959 6.42270
124 H 1.30910 -5.73289 5.91248
125 H 1.61021 -4.19776 3.98328
126 H 0.24670 -4.85894 3.22232
127 H 1.48458 -5.60488 1.51251
128 H 2.60886 -6.90819 1.81578
129 H 3.08958 -5.29086 2.32024
130 H -0.85499 -3.67712 5.47606
131 H -0.09967 -4.19201 6.79732
132 C -1.64733 6.24748 3.66233
133 C -0.38764 7.01650 3.12870
134 C -0.32142 6.98611 1.59568
135 O -0.36745 5.65043 1.10760
136 C 0.82304 4.84808 1.25179
137 N -0.50014 8.43533 3.53339
138 H -1.66493 5.19443 3.32043
139 H -2.50234 6.71444 3.24985
140 H -1.62561 6.25371 4.75415
141 H 0.49245 6.64180 3.61037
142 H 0.51681 7.54182 1.16533
143 H -1.17549 7.44811 1.12464
144 H 1.00982 4.62652 2.28957
145 H 1.58823 5.40580 0.74606
146 H 0.67573 3.93538 0.69122
147 H -1.37033 8.86386 3.14942
148 H -0.56882 8.50324 4.55363
149 C 0.24916 -7.01501 -0.93994
150 C -0.72807 -5.89679 -0.49718
151 C -0.41959 -4.67876 -1.33838
152 O -1.34829 -3.66672 -0.98423
153 C -1.17435 -2.57008 -1.82122
154 N -2.10555 -6.30940 -0.74758
155 H -0.10878 -7.33239 -1.90601
156 H 0.10549 -7.83787 -0.32040
157 H 1.27517 -6.67543 -0.95557
158 H -0.48272 -5.55022 0.51155
159 H -0.66703 -5.07437 -2.32844
160 H 0.61517 -4.35002 -1.21355
161 H -1.35367 -2.78103 -2.88618
162 H -0.14694 -2.26609 -1.57672
163 H -1.80356 -1.68671 -1.50108
164 H -2.82923 -5.74297 -0.41720
165 H -2.22249 -7.25744 -0.33883
166 C -2.37591 3.71381 -1.04574
167 C -3.24507 3.04726 0.01319
168 C -3.55220 4.00770 1.10649
169 O -4.26833 3.37009 2.22419
170 C -5.21630 4.18748 2.73982
171 N -4.48690 2.52064 -0.62879
172 H -2.21408 3.11298 -1.91813
173 H -1.39974 3.96082 -0.65007
174 H -2.84114 4.58110 -1.51487
175 H -2.73407 2.20057 0.51787
176 H -4.18993 4.81246 0.77324
177 H -2.64834 4.35041 1.59257
178 H -5.67567 3.76996 3.65028
179 H -6.13591 4.27870 2.12702
180 H -4.83596 5.26114 2.87159
181 H -5.15219 3.31298 -0.73563
182 H -4.86940 1.93301 0.10714
183 C 2.81662 2.23711 1.14427
184 C 3.61150 2.90828 2.28517
185 C 4.21777 1.77826 3.14070
186 O 4.78350 2.33503 4.29319
187 C 5.61400 1.46712 5.06338
188 N 4.65470 3.74171 1.67600
189 H 3.25141 1.28380 0.88419
190 H 2.71856 2.88324 0.30260
191 H 1.81551 2.03833 1.54030
192 H 2.84976 3.41910 2.91575
193 H 4.99998 1.30927 2.53128
194 H 3.47110 1.03000 3.43215
195 H 5.96405 1.93138 6.00538
196 H 6.47696 1.06677 4.53297
197 H 5.04116 0.64883 5.50626
198 H 4.17648 4.22537 0.92491
199 H 5.07805 4.41947 2.30001
200 C 8.24298 0.93004 -1.08909
201 C 6.92240 0.28995 -0.60949
202 C 6.96661 -0.14442 0.86131
203 O 7.96087 -1.11333 0.95652
204 C 8.30979 -1.43945 2.31503
205 N 5.87716 1.19987 -0.89793
206 H 8.37017 1.98309 -0.79560
207 H 8.44074 0.86395 -2.13933
208 H 9.03581 0.35187 -0.64462
209 H 6.82365 -0.61347 -1.20879
210 H 5.98271 -0.62206 1.16502
211 H 7.19822 0.72279 1.50394
212 H 8.40979 -2.48197 2.48993
213 H 7.48159 -1.13055 2.98582
214 H 9.20155 -0.93165 2.68603
215 H 4.95569 1.03694 -0.46071
216 H 6.12426 2.18939 -0.69620
217 C -4.63663 -3.66720 3.33756
218 C -3.98744 -4.48634 2.22095
219 C -2.49016 -4.65807 2.58835
220 O -1.95286 -3.40855 3.06467
221 C -1.41480 -2.65016 1.95214
222 N -4.66913 -5.76990 2.09402
223 H -4.26803 -2.65126 3.27931
224 H -4.36015 -4.06338 4.27057
225 H -5.71413 -3.76544 3.19430
226 H -4.07286 -3.87645 1.28490
227 H -1.97591 -5.20508 1.78648
228 H -2.51104 -5.33459 3.47247
229 H -0.92749 -1.77610 2.35293
230 H -2.16376 -2.25472 1.24695
231 H -0.78434 -3.28173 1.36232
232 H -4.43122 -6.29144 1.23295
233 H -5.64156 -5.73907 2.03735
234 C -6.61339 -5.12052 -2.24754
235 C -7.17857 -3.71153 -1.83995
236 C -5.97936 -2.74452 -1.58967
237 O -6.44241 -1.59304 -0.89373
238 C -5.52654 -0.91690 -0.12486
239 N -8.18154 -3.28930 -2.81345
240 H -6.16487 -5.04720 -3.22937
241 H -7.35007 -5.91871 -2.25691
242 H -5.79807 -5.40516 -1.54034
243 H -7.76903 -3.78379 -0.94806
244 H -5.53626 -2.56856 -2.53767
245 H -5.13041 -3.13799 -0.96833
246 H -6.05802 -0.22372 0.48065
247 H -4.74870 -0.33379 -0.66888
248 H -5.03157 -1.60138 0.53232
249 H -8.45926 -2.36790 -2.64623
250 H -7.80315 -3.30184 -3.73268

Here are the Mulliken charges for atoms 1 to 2, given in e: C 0.292; O -0.688

Entry 3:
DFT (ωB97M-V with the def2-TZVPD basis set) results for C14H27NaO13 as an isolated structure in a non-equilibrium geometry.

## Properties
- relative energy (zero: lowest compared OMol25 entry of this formula, charge and spin) (kJ/mol) = 95.5
- HOMO level (eV) = -6.322
- Kohn-Sham gap (eV) = 6.5278
- total energy (Eh) = -1690.09000
- charge = 0
- 2S+1 = 1

Atoms and positions in Å:
1 Na 0.04087 0.89711 -0.41009
2 C -0.20699 0.41722 -3.69305
3 O 0.33154 1.37280 -2.85982
4 H -1.04453 -0.14719 -3.22346
5 H -0.68912 0.85166 -4.59074
6 H 0.49057 -0.33877 -4.09664
7 C 5.55330 -1.23307 3.16783
8 C 4.42536 -1.37743 2.16516
9 C 3.23407 -2.20675 2.65774
10 O 2.10248 -1.52378 2.14664
11 C 2.47385 -0.29371 1.77600
12 O 1.73072 0.54005 1.36922
13 O 3.78708 -0.11272 1.96078
14 H 5.28468 -1.21525 4.22512
15 H 6.26177 -0.42570 2.99739
16 H 6.12632 -2.16484 3.08348
17 H 4.82931 -1.82949 1.25927
18 H 3.13482 -2.34654 3.73849
19 H 3.32521 -3.24880 2.34099
20 C -2.64687 2.66104 -2.54392
21 O -3.49796 1.55231 -2.21897
22 C -3.18630 0.88609 -1.14482
23 O -2.26215 1.10765 -0.40438
24 O -4.11386 -0.03970 -0.93251
25 C -4.12705 -0.67126 0.32261
26 H -2.67098 3.43061 -1.77131
27 H -3.00989 3.05780 -3.48603
28 H -1.62111 2.28717 -2.63678
29 H -3.21785 -1.25587 0.45375
30 H -5.01842 -1.29885 0.34530
31 H -4.23365 -0.01377 1.19098
32 C 0.72516 -3.49287 -3.14771
33 O -0.45335 -3.37528 -2.36696
34 C -0.40266 -2.68984 -1.22387
35 O 0.49815 -1.97940 -0.91299
36 O -1.47928 -2.98788 -0.49247
37 C -2.47110 -3.85653 -0.97546
38 H 0.77004 -4.50145 -3.56077
39 H 1.63323 -3.34231 -2.56829
40 H 0.63797 -2.80032 -3.98456
41 H -2.10152 -4.84012 -1.27376
42 H -2.94923 -3.45130 -1.87281
43 H -3.24113 -3.99217 -0.22090
44 C -0.28532 3.11915 4.07601
45 O 0.01704 2.82273 2.72420
46 C -0.25225 3.74832 1.82318
47 O -0.81420 4.79890 1.98038
48 O 0.13956 3.27349 0.63876
49 C -0.05935 4.03395 -0.56085
50 H -0.42256 2.14798 4.54192
51 H -1.25888 3.60727 4.19765
52 H 0.37253 3.80190 4.61005
53 H -0.16536 3.33702 -1.39462
54 H 0.87189 4.57529 -0.73248
55 H -0.89459 4.72548 -0.49192

Here are the natural (NBO) charges for atoms 1 to 2, given in e: Na 0.931; C -0.213

Entry 4:
DFT (ωB97M-V with the def2-TZVPD basis set) results for a 2-piece molecular cluster, CH2Cl3N overall in a non-equilibrium geometry.

## Properties
- relative energy (zero: lowest compared OMol25 entry of this formula, charge and spin) (kJ/mol) = 280.6
- HOMO level (eV) = -9.521
- Kohn-Sham gap (eV) = 9.2917
- total energy (Eh) = -1474.52802
- charge = 0
- 2S+1 = 1

Atoms and positions in Å:
1 C 0.78473 -0.07996 0.26948
2 N -1.25843 -0.17258 -0.26501
3 Cl 0.87058 0.17009 1.95338
4 Cl 1.22409 -1.61619 -0.31042
5 Cl 1.47096 1.31646 -0.64254
6 H -1.78510 0.45860 0.23423
7 H -1.30683 -0.07642 -1.23911

Here are the natural (NBO) charges for atoms 1 to 2, given in e: C -0.098; N -0.827